The following is a DFT calculation (the ωB97M-V functional and the def2-TZVPD basis) of a structure of composition C23H25N6O5PbTe.

```
61
Properties=species:S:1:pos:R:3:forces:R:3:lowdin_charge:R:1
Pb -0.215 -0.270 0.337 0.3 0.5 0.4 1.306
N -0.920 -1.609 2.328 0.0 -0.1 0.3 -0.079
C -2.027 -2.511 2.016 0.0 -0.3 -0.2 -0.235
C -1.620 -3.412 0.847 -0.2 0.2 0.4 -0.190
N -1.185 -2.633 -0.320 0.3 -0.4 -0.2 -0.150
C -2.140 -2.518 -1.431 -0.4 0.3 -0.1 -0.194
C -2.852 -1.167 -1.476 0.0 -0.3 -0.2 -0.254
N -1.873 -0.093 -1.665 -0.3 0.0 -0.6 -0.102
H -1.160 -0.951 3.061 0.0 0.0 0.1 0.099
H -0.103 -2.122 2.648 0.1 0.1 0.1 0.102
H -2.309 -3.137 2.870 -0.1 0.1 -0.1 0.127
H -2.890 -1.907 1.735 -0.1 0.0 0.0 0.110
H -0.788 -4.039 1.175 0.0 0.0 0.0 0.130
H -2.458 -4.073 0.601 0.1 0.0 0.0 0.127
H -0.343 -3.063 -0.683 0.0 0.0 0.0 0.100
H -1.595 -2.640 -2.369 0.0 -0.1 0.0 0.127
H -2.899 -3.305 -1.385 0.1 0.0 0.0 0.126
H -3.599 -1.194 -2.278 0.0 0.0 0.2 0.126
H -3.373 -0.986 -0.536 -0.1 0.0 0.1 0.101
H -1.397 -0.211 -2.555 0.0 0.1 -0.1 0.095
H -2.329 0.812 -1.686 0.0 0.0 -0.1 0.088
O 4.189 5.159 -0.128 0.1 0.3 0.0 0.116
C 3.598 3.966 -0.139 -0.3 -0.6 0.1 -0.269
C 3.306 3.251 1.029 -0.1 -0.1 -0.1 0.087
C 2.688 2.020 0.921 -0.1 0.0 0.2 -0.198
N 2.398 1.495 -0.264 -0.2 0.1 0.0 -0.085
C 2.672 2.156 -1.382 0.2 0.4 0.1 -0.190
C 3.242 3.411 -1.377 0.1 0.1 0.1 0.110
C 2.326 1.388 -2.628 -0.1 0.8 -0.4 -0.559
O 2.114 1.924 -3.685 0.1 0.1 0.1 0.132
O 2.225 0.092 -2.470 -0.1 -0.8 0.5 -0.307
C 2.240 1.181 2.131 0.2 0.1 -0.1 -0.671
O 2.337 1.658 3.243 0.1 0.3 0.2 0.069
O 1.759 0.041 1.808 -0.3 -0.2 0.1 -0.343
H 4.429 5.429 0.769 0.0 -0.1 -0.1 0.132
H 3.547 3.632 2.011 0.0 0.0 0.1 0.137
H 3.441 3.945 -2.290 0.0 0.0 -0.2 0.143
Te 2.537 -0.874 -0.684 1.2 -1.4 -1.1 1.596
C 2.976 -2.588 -1.941 -0.1 0.4 0.2 -0.484
C 2.311 -2.892 -3.122 -0.1 0.2 0.1 -0.143
C 2.743 -3.944 -3.912 -0.1 0.0 0.0 -0.079
C 3.832 -4.706 -3.519 0.0 0.0 0.0 -0.075
C 4.488 -4.419 -2.332 0.1 -0.1 0.0 -0.080
C 4.064 -3.361 -1.549 -0.2 0.2 0.2 -0.161
H 1.481 -2.270 -3.436 0.0 0.0 -0.1 0.091
H 2.235 -4.163 -4.840 0.0 0.0 -0.1 0.107
H 4.177 -5.518 -4.141 0.0 -0.1 -0.1 0.108
H 5.342 -5.004 -2.026 0.1 -0.1 0.0 0.108
H 4.580 -3.116 -0.626 0.1 -0.1 -0.1 0.088
N -5.896 2.853 2.039 -0.5 0.0 0.0 0.191
C -4.755 2.942 2.054 -0.2 0.0 -0.1 -0.179
C -3.340 3.004 2.044 0.8 0.0 0.0 -0.197
C -2.638 4.046 2.653 0.1 -0.2 -0.1 0.023
C -1.256 4.005 2.625 -0.1 0.0 -0.1 -0.003
C -0.623 2.950 1.982 0.0 0.3 0.2 -0.088
N -1.292 1.967 1.390 -0.1 0.1 0.1 -0.041
C -2.615 1.987 1.427 -0.2 0.3 0.1 -0.103
H -3.170 4.852 3.134 0.0 0.1 0.1 0.133
H -0.674 4.780 3.095 0.1 0.1 0.0 0.121
H 0.453 2.883 1.952 0.1 0.1 0.1 0.095
H -3.129 1.165 0.948 -0.2 -0.1 -0.1 0.107
```
Forces are in eV/Å.

Output
Kohn-Sham gap = 7.598 eV
charge = +1

***

The following is a DFT calculation (the ωB97M-V functional and the def2-TZVPD basis) of a cluster of 6 separate species, C5H20NO7 in total.

```
33
Properties=species:S:1:pos:R:3:forces:R:3:lowdin_charge:R:1
C 1.329 -2.119 0.332 0.4 1.4 0.7 -0.293
N 1.599 -0.922 -0.353 -0.8 -2.4 -2.1 -0.078
C 2.127 -1.011 -1.799 0.4 -1.8 2.8 -0.036
C -0.837 -0.284 -0.429 -0.7 -1.7 0.5 -0.027
C 0.582 0.137 -0.107 2.5 0.0 1.4 -0.283
C 0.895 0.755 1.360 -8.4 -2.0 -2.1 -0.203
O 0.067 1.880 1.417 -0.6 1.6 -0.4 -0.158
O 0.720 -2.081 1.416 1.1 -1.2 -1.9 -0.046
H 1.757 -3.103 -0.104 -0.4 1.4 0.4 0.150
H 2.966 -0.312 -1.882 -0.5 -0.4 -0.5 0.095
H 2.377 -2.066 -1.959 1.7 -0.2 1.0 0.062
H 1.468 -1.205 -2.608 -1.8 2.1 -0.8 0.068
H -1.060 -0.306 -1.482 0.4 0.2 -0.7 0.073
H -1.460 0.478 -0.047 -0.9 0.9 0.5 0.046
H -1.287 -1.287 -0.066 1.2 1.5 0.0 0.094
H 0.882 0.936 -0.800 -0.4 0.0 0.3 0.104
H 0.518 0.034 2.158 0.2 0.7 -1.0 0.108
H 1.823 0.878 1.624 5.7 1.1 0.5 0.046
H 1.377 1.378 -2.987 -0.5 0.5 -0.1 -0.016
H 0.053 2.159 -2.600 1.8 0.3 -0.7 0.025
O 0.726 1.997 -3.360 -0.9 -0.5 0.6 -0.150
H -1.598 -1.028 2.665 -0.2 0.5 -0.1 0.035
H -2.572 0.113 2.860 -0.2 8.4 -0.5 -0.075
O -2.490 -0.734 2.884 0.5 -8.9 0.5 0.022
H -0.029 -4.080 1.214 -1.6 -0.3 -0.4 0.029
H -0.975 -3.347 0.281 -0.2 -2.3 1.3 0.044
O -0.923 -4.241 0.787 1.5 2.4 -0.9 -0.136
H -2.356 3.401 -0.127 -0.3 -0.1 0.6 0.016
H -1.855 2.759 -1.272 0.1 -0.6 0.2 0.000
O -2.610 2.632 -0.649 0.0 0.6 -0.6 -0.122
H 0.351 3.871 -1.160 1.1 2.4 -0.5 -0.088
H -0.151 2.364 0.487 1.4 -0.7 1.2 0.064
O 0.011 3.040 -0.979 -1.6 -2.8 0.5 -0.368
```
Forces are in eV/Å.

Output
Kohn-Sham gap = 8.178 eV
charge = -1
relative energy (zero: lowest compared OMol25 entry of this formula, charge and spin) = 531.6 kJ/mol

***

The following is a DFT calculation (the ωB97M-V functional and the def2-TZVPD basis) of a cluster of 2 separate species, CH4O2S in total.

```
8
Properties=species:S:1:pos:R:3:forces:R:3:lowdin_charge:R:1
C 1.325 0.679 -1.193 -2.8 0.8 2.2 -0.094
O 1.310 -0.117 -0.280 1.1 -0.1 -1.1 -0.055
O -2.141 0.198 0.579 -1.6 1.8 -1.4 -0.705
S -1.432 -0.457 1.649 3.0 -4.1 -1.0 0.724
H 0.388 1.304 -1.277 0.6 -0.4 -0.6 0.100
H 2.145 0.986 -1.802 1.2 -0.4 -0.6 0.069
H -1.520 -1.954 1.273 0.0 2.0 1.1 -0.005
H -0.074 -0.639 1.051 -1.6 0.3 1.4 -0.035
```
Forces are in eV/Å.

Output
Kohn-Sham gap = 9.906 eV
relative energy (zero: lowest compared OMol25 entry of this formula, charge and spin) = 314.0 kJ/mol

***

The following is a DFT calculation (the ωB97M-V functional and the def2-TZVPD basis) of a structure of composition C25H24N4O3SV.

```
58
Properties=species:S:1:pos:R:3:forces:R:3:mulliken_spin:R:1
V 0.108 0.301 -0.973 -3.3 -0.6 0.9 2.562
O 0.008 2.033 -1.108 0.2 4.0 -0.9 -0.082
C 0.685 3.147 -1.186 1.2 0.8 0.2 0.062
C 0.112 4.357 -1.603 -0.2 -0.1 -0.1 -0.013
C 0.848 5.523 -1.619 0.1 -0.1 0.0 0.063
C 2.178 5.521 -1.203 0.1 0.2 0.0 -0.022
C 2.781 4.339 -0.844 -0.1 -0.2 0.0 0.039
C 2.075 3.128 -0.856 -1.0 0.4 -0.1 0.030
C 2.716 1.888 -0.624 0.3 -1.0 0.1 0.220
N 2.103 0.727 -0.701 -0.1 1.4 0.1 -0.033
N 2.880 -0.354 -0.625 1.2 -1.6 0.0 0.004
C 2.153 -1.434 -0.832 0.7 1.9 0.2 0.053
O 0.893 -1.250 -1.050 2.2 -5.1 -0.8 -0.021
C 2.781 -2.746 -0.787 0.1 -0.7 0.0 0.009
C 4.069 -2.893 -0.260 -0.3 0.2 -0.1 0.011
C 4.643 -4.143 -0.170 0.1 -0.2 0.0 -0.008
C 3.955 -5.267 -0.606 0.0 0.0 0.0 0.015
C 2.693 -5.122 -1.163 0.1 -0.3 0.0 -0.008
C 2.106 -3.876 -1.251 0.0 0.5 0.1 0.018
H -0.912 4.350 -1.943 0.0 0.1 0.0 0.003
H 0.400 6.437 -1.985 -0.1 0.0 0.1 0.004
H 2.739 6.445 -1.197 0.1 0.0 0.0 0.000
H 3.824 4.318 -0.564 0.2 0.0 0.0 0.002
H 3.795 1.865 -0.464 -0.1 0.0 0.0 0.011
H 4.584 -2.006 0.074 0.1 0.0 0.1 0.001
H 5.633 -4.247 0.246 0.1 0.0 0.1 0.000
H 4.399 -6.248 -0.513 0.0 0.0 0.0 0.001
H 2.168 -5.990 -1.532 -0.1 -0.1 0.0 0.000
H 1.126 -3.751 -1.692 -0.1 0.0 0.0 0.004
C -1.757 -4.861 1.170 0.2 -0.5 0.2 0.000
N -1.927 -3.561 0.584 0.1 0.3 -0.1 0.003
C -3.049 -3.103 -0.045 -0.3 0.2 -0.2 0.004
C -2.756 -1.846 -0.485 -0.3 -0.2 0.0 0.019
N -1.479 -1.530 -0.133 0.4 0.4 -0.1 -0.029
C -1.009 -2.576 0.500 0.1 0.0 0.1 0.025
H -2.728 -5.352 1.230 0.1 0.0 0.0 0.000
H -1.343 -4.766 2.175 -0.1 -0.1 -0.1 0.000
H -1.084 -5.478 0.567 -0.1 0.1 0.1 0.000
H -3.935 -3.699 -0.120 -0.2 -0.1 0.0 0.000
H -3.364 -1.154 -1.037 -0.1 0.0 0.0 -0.003
H -0.015 -2.657 0.898 0.1 -0.1 0.0 -0.003
C -4.093 2.425 -0.747 0.8 -0.2 -0.3 0.001
S -2.256 2.193 -0.942 -2.7 1.8 1.4 0.017
O -2.180 0.814 -1.469 0.6 -1.5 -0.5 0.015
C -2.015 2.093 0.861 0.0 0.2 -0.2 -0.027
C -2.510 1.001 1.554 -0.1 0.0 -0.2 0.030
C -2.438 0.974 2.935 0.0 0.0 -0.1 -0.017
C -1.875 2.041 3.620 0.1 -0.1 0.0 0.008
C -1.362 3.122 2.921 0.0 0.1 0.1 -0.008
C -1.432 3.154 1.537 0.0 0.0 -0.2 0.032
H -4.518 1.616 -0.166 0.0 -0.2 0.1 0.000
H -4.525 2.429 -1.742 0.0 0.0 -0.2 0.000
H -4.271 3.374 -0.254 0.0 0.2 0.1 -0.001
H -2.969 0.194 1.004 0.0 -0.1 0.0 0.006
H -2.848 0.131 3.472 0.0 -0.1 0.1 0.000
H -1.840 2.023 4.700 0.0 0.0 0.1 0.001
H -0.922 3.951 3.459 0.0 0.0 0.0 0.000
H -1.045 3.999 0.983 0.1 0.0 0.0 0.002
```
Forces are in eV/Å.

Output
2S+1 = 4
Kohn-Sham gap (alpha / beta) = 6.205 / 7.535 eV
⟨S²⟩ = 3.7913
relative energy (zero: lowest compared OMol25 entry of this formula, charge and spin) = 203.9 kJ/mol

***

The following is a DFT calculation (the ωB97M-V functional and the def2-TZVPD basis) of a cluster of 4 separate species, C3H14O4 in total.

```
21
Properties=species:S:1:pos:R:3:forces:R:3:lowdin_charge:R:1
C 2.499 -0.551 -1.383 1.0 -0.4 0.2 -0.061
C 2.350 0.961 -1.423 0.7 0.7 -0.9 -0.495
C 2.075 1.475 -0.049 -0.4 -0.1 1.3 -0.087
O 3.585 1.523 -1.933 0.1 -0.3 0.9 -0.069
H 3.081 -1.023 -2.178 -0.7 0.5 -0.8 0.080
H 3.250 -0.735 -0.601 -0.5 0.0 0.6 0.078
H 1.595 -1.115 -1.176 -0.1 0.0 0.1 0.078
H 1.613 1.423 -2.081 -0.2 -0.8 -0.3 0.139
H 1.150 1.054 0.361 0.0 -0.2 -0.2 0.084
H 2.870 1.135 0.625 0.0 0.2 0.0 0.082
H 1.941 2.553 0.049 0.3 0.1 -0.4 0.082
H 4.252 1.305 -1.252 -0.2 0.3 -0.6 0.090
O 0.454 2.611 4.645 0.1 -0.1 0.0 -0.056
H 1.074 2.167 4.058 0.0 0.0 0.0 0.027
H -0.159 3.060 4.060 -0.1 0.1 -0.1 0.028
O -6.983 -2.591 0.168 0.1 1.0 0.8 -0.077
H -7.230 -2.116 0.983 -0.2 -0.6 -0.3 0.039
H -6.293 -1.989 -0.144 0.2 -0.5 -0.4 0.013
O -4.027 -2.778 -0.893 0.6 -0.4 0.3 -0.054
H -3.570 -3.265 -0.192 -0.4 0.3 0.2 0.045
H -3.526 -3.104 -1.645 -0.2 0.2 -0.5 0.034
```
Forces are in eV/Å.

Output
Kohn-Sham gap = 10.963 eV
relative energy (zero: lowest compared OMol25 entry of this formula, charge and spin) = 114.3 kJ/mol

***

The following is a DFT calculation (the ωB97M-V functional and the def2-TZVPD basis) of a structure of composition C44H48N7NaO9PSe.

```
111
Properties=species:S:1:pos:R:3:forces:R:3:lowdin_charge:R:1
Na 0.054 -0.346 -1.107 0.5 0.3 0.4 0.334
N 2.841 2.862 1.180 0.4 -0.2 -0.1 -0.130
P 2.305 1.978 -0.220 -0.6 0.3 0.0 1.095
C 1.374 3.324 -1.081 0.1 -0.1 0.0 -0.358
C 0.008 3.150 -1.279 -0.1 0.0 0.0 -0.099
C -0.752 4.128 -1.907 0.1 0.0 0.0 -0.073
C -0.149 5.302 -2.337 0.0 0.0 0.0 -0.095
C 1.210 5.500 -2.120 0.0 0.0 0.0 -0.092
C 1.962 4.516 -1.493 0.0 0.1 0.0 -0.102
C 3.903 1.970 -1.115 0.0 0.0 0.1 -0.357
C 4.017 2.275 -2.469 -0.1 0.0 -0.1 -0.099
C 5.234 2.156 -3.122 0.0 0.0 0.1 -0.081
C 6.361 1.720 -2.437 -0.1 0.0 0.0 -0.095
C 6.255 1.388 -1.094 0.0 0.0 0.0 -0.093
C 5.034 1.505 -0.444 0.1 0.0 0.0 -0.112
C 2.021 3.035 2.272 0.2 0.1 0.1 -0.402
C 2.537 3.531 3.480 0.0 0.0 0.0 -0.033
C 1.665 3.727 4.523 -0.1 0.0 0.2 -0.094
C 0.313 3.424 4.362 0.1 0.0 -0.1 -0.083
C -0.084 2.930 3.134 -0.1 0.0 0.0 -0.170
N 0.741 2.747 2.101 -0.2 0.0 0.0 0.116
H 3.831 2.961 1.345 -0.1 0.1 -0.1 0.082
H -0.495 2.259 -0.919 0.1 0.0 0.0 0.106
H -1.813 3.970 -2.050 0.0 0.0 0.0 0.107
H -0.738 6.066 -2.829 0.0 0.0 0.0 0.096
H 1.683 6.421 -2.436 0.0 0.0 0.0 0.097
H 3.019 4.681 -1.317 0.0 0.0 0.0 0.106
H 3.145 2.601 -3.021 0.0 0.0 0.0 0.093
H 5.299 2.401 -4.175 0.0 0.0 0.0 0.100
H 7.310 1.627 -2.949 0.0 0.0 0.0 0.098
H 7.117 1.024 -0.551 0.0 0.0 0.0 0.099
H 4.965 1.196 0.594 0.0 0.0 0.0 0.100
H 3.592 3.755 3.580 0.0 0.0 0.0 0.102
H 2.034 4.105 5.469 0.0 0.0 0.0 0.101
H -0.401 3.547 5.163 0.0 0.0 0.0 0.093
H -1.117 2.647 2.963 0.1 0.0 0.0 0.073
O -3.075 -2.322 0.514 -0.1 0.2 0.2 -0.018
C -2.406 -1.851 -0.413 0.0 -0.2 -0.3 -0.640
O -1.870 -0.710 -0.491 -0.6 0.1 0.4 -0.111
C -2.290 -2.701 -1.687 0.0 -0.1 -0.1 -0.026
C -3.360 -3.473 -2.021 0.1 0.1 0.0 0.047
C -3.407 -4.143 -3.261 -0.6 -0.4 0.0 -0.157
C -2.418 -4.000 -4.190 0.2 0.1 0.0 0.051
C -1.313 -3.222 -3.867 0.3 -0.1 -0.6 -0.060
C -1.115 -2.631 -2.563 -0.1 0.1 0.3 -0.299
O -0.039 -2.126 -2.191 0.0 -0.5 -0.2 -0.036
N -0.348 -3.029 -4.938 -0.4 0.1 0.7 -0.339
O -0.488 -3.657 -5.981 0.1 -0.1 -0.2 0.024
O 0.548 -2.208 -4.787 0.1 0.0 -0.1 0.041
N -4.571 -4.961 -3.597 0.5 0.4 0.2 -0.372
O -4.583 -5.551 -4.666 -0.1 -0.1 -0.1 0.029
O -5.481 -5.019 -2.785 -0.1 -0.1 0.0 0.041
H -4.181 -3.548 -1.322 0.0 0.0 0.0 0.122
H -2.488 -4.471 -5.157 0.0 0.0 0.0 0.122
O -0.827 0.497 -3.505 0.2 0.1 -0.3 0.146
C 0.461 0.743 -3.678 0.1 -0.1 0.5 -0.481
O 1.252 0.674 -2.759 -0.1 0.1 -0.3 0.042
C 0.870 1.194 -5.056 0.0 0.0 -0.2 -0.226
N -0.235 1.031 -6.015 0.0 0.0 0.0 -0.016
C 0.213 0.076 -7.055 0.0 0.1 0.1 -0.178
C 1.733 0.212 -7.078 0.1 0.0 -0.1 -0.162
C 2.083 0.412 -5.603 0.0 0.0 0.0 -0.116
H 1.113 2.255 -4.935 0.0 0.0 0.0 0.160
H -0.466 1.922 -6.431 0.0 0.0 0.0 0.114
H -1.205 0.553 -4.415 -0.1 -0.1 0.1 0.122
H -0.270 0.315 -8.001 0.0 0.0 0.0 0.114
H -0.068 -0.937 -6.769 0.0 0.0 0.0 0.094
H 2.020 1.089 -7.666 0.0 0.0 0.0 0.106
H 2.225 -0.663 -7.502 0.0 0.0 0.0 0.113
H 3.011 0.961 -5.449 0.0 0.0 0.0 0.105
H 2.172 -0.547 -5.098 -0.1 0.0 0.0 0.106
C 1.475 -0.540 5.973 0.0 0.0 -0.1 -0.117
C 0.174 -0.862 6.701 0.0 0.1 0.0 -0.259
C -0.174 -2.348 6.655 0.0 0.0 0.1 -0.192
C -0.662 -2.822 5.294 -0.1 -0.1 -0.2 -0.156
N -1.946 -2.249 4.925 0.2 -0.1 0.1 -0.019
C -2.139 -1.291 3.968 -0.2 0.1 0.0 -0.671
Se -0.915 -0.497 2.893 0.3 0.0 0.2 0.782
N -3.476 -1.022 3.956 -0.2 0.1 -0.3 -0.010
C -4.118 -0.141 2.970 0.1 -0.4 0.1 -0.144
C -4.062 1.334 3.325 0.1 0.1 -0.1 -0.191
C -4.848 1.766 4.563 0.0 0.0 0.0 -0.249
C -4.093 1.562 5.875 0.1 0.0 0.1 -0.099
C -4.133 -1.833 4.866 0.0 0.2 -0.1 -0.161
C -5.469 -1.942 5.204 -0.1 -0.1 0.1 -0.009
C -5.806 -2.875 6.179 0.1 0.0 0.0 -0.095
C -4.833 -3.664 6.795 0.0 0.1 -0.1 -0.099
C -3.488 -3.541 6.459 -0.1 0.0 0.0 -0.015
C -3.160 -2.612 5.488 0.2 0.0 0.0 -0.147
H 1.753 0.507 6.094 0.0 0.1 0.0 0.062
H 1.379 -0.721 4.901 0.0 0.0 0.0 0.029
H 2.296 -1.151 6.361 0.0 0.0 0.0 0.070
H -0.645 -0.281 6.265 0.0 0.0 0.0 0.094
H 0.249 -0.550 7.747 0.0 0.0 0.0 0.101
H -0.925 -2.587 7.413 0.0 0.0 0.0 0.099
H 0.717 -2.933 6.910 0.0 0.0 0.0 0.113
H -0.778 -3.908 5.278 0.0 0.0 0.0 0.127
H 0.031 -2.548 4.499 0.0 0.0 0.0 0.078
H -5.149 -0.489 2.884 0.0 0.1 0.0 0.125
H -3.625 -0.344 2.017 0.0 0.0 0.0 0.090
H -4.423 1.866 2.441 -0.1 0.0 0.0 0.118
H -3.010 1.615 3.435 -0.1 0.0 0.0 0.066
H -5.809 1.240 4.596 0.0 0.0 0.0 0.097
H -5.098 2.827 4.471 0.0 0.0 0.0 0.099
H -3.861 0.512 6.063 0.0 0.0 0.0 0.057
H -4.667 1.926 6.731 0.0 0.0 0.0 0.067
H -3.145 2.105 5.854 0.0 0.0 0.0 0.068
H -6.221 -1.332 4.723 0.0 0.0 0.0 0.105
H -6.844 -2.990 6.462 0.0 0.0 0.0 0.096
H -5.125 -4.383 7.547 0.0 0.0 0.0 0.095
H -2.733 -4.156 6.931 0.0 0.0 0.0 0.106
```
Forces are in eV/Å.

Output
Kohn-Sham gap = 6.598 eV
charge = -1
relative energy (zero: lowest compared OMol25 entry of this formula, charge and spin) = 77.1 kJ/mol